Entry 1:
Computed, not measured: one molecule with the formula C39H67N5O7, with wB97M-V/def2-TZVPD.

Computed properties:
HOMO-LUMO gap in eV: 9.441
LUMO energy in eV: 0.72
HOMO energy in eV: -8.7238
E_tot in hartree: -2326.8369
Energy above the lowest of the compared OMol25 structures with the same formula, charge and spin in eV: 0.292

Geometry (Å):
C1 -4.938 -1.842 -2.093
H1 -4.750 -0.955 -2.694
H2 -5.792 -1.642 -1.449
H3 -5.202 -2.662 -2.756
C2 -3.708 -2.177 -1.256
H4 -3.940 -2.977 -0.550
H5 -3.444 -1.293 -0.676
C3 -2.507 -2.604 -2.116
C4 -2.631 -4.084 -2.467
H6 -3.635 -4.292 -2.829
H7 -1.932 -4.372 -3.246
H8 -2.441 -4.700 -1.592
H9 -2.532 -2.026 -3.045
C5 -1.190 -2.263 -1.373
N1 -1.104 -0.820 -1.208
C6 -1.279 -0.308 0.026
O1 -1.393 -1.019 1.016
C7 -1.470 1.212 0.147
N2 -2.868 1.414 0.474
C8 -3.822 1.535 -0.465
O2 -3.590 1.662 -1.655
C9 -5.242 1.519 0.097
N3 -5.307 0.554 1.192
H10 -4.861 -0.307 0.886
C10 -6.654 0.236 1.629
H11 -7.082 1.092 2.147
H12 -7.323 -0.040 0.800
H13 -6.604 -0.597 2.328
H14 -5.907 1.236 -0.741
C11 -5.669 2.930 0.563
C12 -5.564 3.929 -0.587
H15 -4.533 4.030 -0.916
H16 -6.157 3.600 -1.437
H17 -5.924 4.905 -0.269
C13 -4.861 3.402 1.769
H18 -3.830 3.595 1.485
H19 -4.879 2.650 2.553
H20 -5.286 4.324 2.161
H21 -6.722 2.866 0.858
H22 -3.167 1.154 1.403
H23 -1.299 1.702 -0.810
C14 -0.534 1.842 1.194
C15 -0.937 1.509 2.630
H24 -1.829 2.061 2.921
H25 -0.137 1.786 3.314
H26 -1.129 0.444 2.730
C16 -0.482 3.355 0.995
H27 0.157 3.812 1.748
H28 -0.094 3.607 0.011
H29 -1.478 3.783 1.090
H30 0.457 1.421 0.997
C17 -0.956 -0.007 -2.402
H31 -1.844 0.607 -2.571
H32 -0.072 0.627 -2.328
H33 -0.822 -0.661 -3.257
H34 -1.242 -2.686 -0.363
C18 0.078 -2.843 -2.042
O3 0.098 -4.228 -1.738
C19 0.848 -5.022 -2.621
H35 1.919 -4.791 -2.581
H36 0.504 -4.900 -3.656
H37 0.694 -6.053 -2.308
H38 -0.009 -2.741 -3.136
C20 1.393 -2.137 -1.623
C21 1.456 -1.440 -0.275
O4 1.542 -0.205 -0.214
N4 1.504 -2.181 0.823
C22 1.501 -3.630 0.899
C23 1.212 -3.952 2.371
H39 0.441 -4.714 2.471
C24 0.772 -2.615 2.967
H40 0.983 -2.552 4.032
H41 -0.290 -2.445 2.790
C25 1.565 -1.597 2.147
H42 1.086 -0.616 2.112
C26 3.020 -1.457 2.664
C27 3.821 -0.363 1.930
C28 4.119 -0.742 0.481
O5 4.207 -1.888 0.081
N5 4.367 0.333 -0.289
H43 4.269 1.256 0.106
C29 4.692 0.284 -1.697
C30 6.176 0.583 -1.904
H44 6.418 1.580 -1.541
H45 6.433 0.520 -2.958
H46 6.771 -0.143 -1.356
H47 4.472 -0.736 -2.032
C31 3.777 1.261 -2.489
C32 3.850 2.653 -1.895
C33 4.774 3.573 -2.375
C34 4.874 4.831 -1.809
C35 4.048 5.188 -0.757
C36 3.114 4.284 -0.283
C37 3.013 3.024 -0.847
H48 2.268 2.332 -0.482
H49 2.458 4.562 0.530
H50 4.125 6.171 -0.316
H51 5.596 5.537 -2.193
H52 5.412 3.304 -3.204
O6 2.467 0.775 -2.574
H53 2.151 0.537 -1.672
H54 4.143 1.297 -3.522
C38 5.185 -0.161 2.604
H55 5.784 -1.061 2.489
H56 5.065 0.032 3.666
H57 5.718 0.673 2.151
H58 3.252 0.572 1.938
H59 3.541 -2.407 2.506
O7 3.049 -1.287 4.070
C39 2.399 -0.148 4.589
H60 2.805 0.784 4.183
H61 1.320 -0.172 4.412
H62 2.583 -0.174 5.662
H63 2.110 -4.310 2.874
H64 2.479 -4.008 0.584
H65 0.734 -4.041 0.244
H66 2.198 -2.875 -1.631
H67 1.626 -1.377 -2.370

Atom charges from the Mulliken analysis, given in e for atoms 1 to 4:
1. C -1.595
2. H 0.348
3. H 0.358
4. H 0.439

Entry 2:
Computed, not measured: one molecule with the formula C4H6N4 at a distorted geometry, with wB97M-V/def2-TZVPD.

Computed properties:
HOMO-LUMO gap in eV: 9.624
LUMO energy in eV: 0.67
HOMO energy in eV: -8.9507
Structure (SMILES): C1=NN=C[C@H]2CN2N1
E_tot in hartree: -374.8674
Energy above the lowest of the compared OMol25 structures with the same formula, charge and spin in eV: 5.277

Geometry (Å):
C1 1.366 0.253 -1.087
N1 1.782 -0.691 -0.417
N2 0.935 -1.740 0.138
C2 -0.262 -1.600 0.535
C3 -1.075 -0.415 0.551
C4 -0.539 0.911 1.052
N3 -0.834 0.683 -0.317
N4 0.057 0.738 -1.315
H1 2.172 0.705 -1.815
H2 -0.749 -2.447 0.857
H3 -2.074 -0.645 0.912
H4 0.479 1.027 1.443
H5 -1.216 1.720 1.506
H6 -0.043 1.501 -2.044

Atom charges from the Mulliken analysis, given in e for atoms 1 to 4:
1. C -0.001
2. N -0.424
3. N -0.406
4. C -0.163

Entry 3:
Computed, not measured: C36H50N6O2P2RuSSi2 as an isolated structure, with wB97M-V/def2-TZVPD.

Computed properties:
HOMO-LUMO gap (alpha / beta) in eV: 7.187 / 6.599
⟨S²⟩: 8.770
Charge: +1
LUMO energy (alpha / beta) in eV: -1.85 / -3.39
HOMO energy (alpha / beta) in eV: -9.0362 / -9.9885
Multiplicity: 6
E_tot in hartree: -3635.4318

Geometry (Å):
Ru1 -0.754 1.611 -0.385
C1 1.719 2.496 -4.871
Si1 1.742 2.241 -3.036
C2 3.446 1.886 -2.401
C3 1.153 3.804 -2.218
N1 0.588 0.855 -2.756
P1 0.620 -0.658 -1.997
C4 -0.003 -0.390 -0.462
P2 -0.128 -0.868 1.173
N2 -0.717 0.411 1.936
Si2 -1.630 0.465 3.398
C5 -0.829 1.741 4.532
C6 -1.744 -1.102 4.407
C7 -3.386 1.039 3.047
C8 1.392 -1.421 1.983
C9 1.352 -2.281 3.083
C10 2.513 -2.575 3.783
C11 3.721 -2.006 3.399
C12 3.767 -1.140 2.317
C13 2.607 -0.847 1.613
C14 -1.274 -2.279 1.152
C15 -0.882 -3.613 1.172
C16 -1.833 -4.625 1.089
C17 -3.178 -4.310 0.988
C18 -3.579 -2.978 0.953
C19 -2.633 -1.969 1.028
C20 -0.457 -1.804 -2.895
C21 -1.752 -2.018 -2.421
C22 -2.607 -2.884 -3.082
C23 -2.181 -3.538 -4.232
C24 -0.893 -3.339 -4.705
C25 -0.029 -2.483 -4.036
C26 2.262 -1.337 -2.273
C27 2.773 -2.272 -1.376
C28 3.982 -2.904 -1.634
C29 4.674 -2.620 -2.802
C30 4.152 -1.719 -3.720
C31 2.949 -1.081 -3.461
H1 2.603 3.050 -5.205
H2 0.834 3.066 -5.163
H3 1.693 1.543 -5.405
H4 3.955 2.846 -2.254
H5 4.043 1.301 -3.098
H6 3.417 1.374 -1.438
H7 1.712 4.647 -2.640
H8 1.335 3.793 -1.143
H9 0.096 3.981 -2.414
H10 0.258 1.609 4.546
H11 -1.186 1.603 5.558
H12 -1.061 2.779 4.263
H13 -0.804 -1.325 4.919
H14 -2.038 -1.973 3.816
H15 -2.508 -0.950 5.176
H16 -3.464 1.446 2.035
H17 -3.722 1.804 3.755
H18 -4.084 0.200 3.121
H19 0.417 -2.727 3.393
H20 2.474 -3.249 4.629
H21 4.627 -2.241 3.946
H22 4.706 -0.692 2.014
H23 2.640 -0.158 0.779
H24 0.167 -3.874 1.234
H25 -1.519 -5.661 1.105
H26 -3.916 -5.100 0.934
H27 -4.630 -2.731 0.865
H28 -2.937 -0.928 0.999
H29 -2.069 -1.513 -1.519
H30 -3.606 -3.054 -2.699
H31 -2.851 -4.210 -4.753
H32 -0.552 -3.864 -5.589
H33 0.981 -2.366 -4.399
H34 2.219 -2.521 -0.482
H35 4.376 -3.624 -0.926
H36 5.616 -3.114 -3.006
H37 4.683 -1.512 -4.641
H38 2.539 -0.387 -4.185
C32 3.326 2.709 3.272
O1 3.007 2.182 1.976
C33 1.829 2.427 1.411
O2 1.590 1.967 0.311
N3 0.968 3.233 2.103
N4 -0.318 3.371 1.569
H39 4.357 2.432 3.455
H40 2.696 2.253 4.038
H41 3.234 3.794 3.284
H42 1.044 3.274 3.107
H43 -0.605 4.338 1.662
H44 -0.950 2.754 2.073
S1 -1.081 1.378 -2.954
C34 -2.905 2.301 -0.451
N5 -3.450 3.407 0.058
C35 -4.859 3.621 -0.318
C36 -5.106 2.440 -1.277
N6 -3.826 1.721 -1.207
H45 -2.985 3.983 0.734
H46 -4.982 4.583 -0.810
H47 -5.505 3.589 0.557
H48 -5.308 2.768 -2.295
H49 -5.923 1.803 -0.947
H50 -3.612 0.914 -1.770

Atom charges from the Mulliken analysis, given in e for atoms 1 to 4:
1. Ru 0.012
2. C -1.222
3. Si 0.802
4. C -0.853

Entry 4:
Computed, not measured: C4H9MgNaO4 as an isolated structure at a distorted geometry, with wB97M-V/def2-TZVPD.

Computed properties:
HOMO-LUMO gap (alpha / beta) in eV: 6.709 / 6.708
LUMO energy (alpha / beta) in eV: -0.38 / -0.38
HOMO energy (alpha / beta) in eV: -7.0888 / -7.0877
E_tot in hartree: -821.1420
Energy above the lowest of the compared OMol25 structures with the same formula, charge and spin in eV: 1.067

Geometry (Å):
O1 1.826 1.974 -0.839
Mg1 3.226 0.890 -0.321
O2 3.117 -0.958 0.101
C1 2.098 -1.416 0.865
O3 0.855 -0.714 0.680
C2 0.219 -0.897 -0.587
C3 -1.209 -0.445 -0.373
O4 -1.237 0.954 -0.137
C4 -2.532 1.495 0.009
Na1 0.632 1.690 1.007
H1 2.307 -1.279 1.944
H2 1.877 -2.480 0.636
H3 0.206 -1.967 -0.858
H4 0.637 -0.181 -1.514
H5 -1.634 -0.938 0.520
H6 -1.791 -0.677 -1.281
H7 -2.426 2.578 0.141
H8 -3.142 1.303 -0.888
H9 -3.028 1.067 0.896

Atom charges from the Mulliken analysis, given in e for atoms 1 to 4:
1. O -1.079
2. Mg 0.772
3. O -0.728
4. C -0.260

Entry 5:
Computed, not measured: C24H28CuF4N6O3S2 as an isolated structure, with wB97M-V/def2-TZVPD.

Computed properties:
HOMO-LUMO gap (alpha / beta) in eV: 7.904 / 7.660
⟨S²⟩: 0.753
LUMO energy (alpha / beta) in eV: 0.18 / 0.03
HOMO energy (alpha / beta) in eV: -7.7235 / -7.6340
Multiplicity: 2
E_tot in hartree: -4321.9002
Energy above the lowest of the compared OMol25 structures with the same formula, charge and spin in eV: 0.351

Geometry (Å):
Cu1 0.777 0.457 0.848
C1 0.519 1.521 3.621
N1 0.964 0.297 2.935
C2 0.161 -0.837 3.408
C3 2.404 0.062 3.186
C4 3.023 -0.629 1.982
N2 2.692 0.168 0.813
C5 3.591 1.117 0.411
C6 3.207 2.443 0.144
F1 1.942 2.828 0.421
C7 4.085 3.391 -0.343
F2 3.627 4.633 -0.560
C8 5.415 3.100 -0.575
C9 5.823 1.808 -0.303
F3 7.099 1.454 -0.526
C10 4.950 0.846 0.164
F4 5.412 -0.412 0.321
H1 0.569 1.383 4.707
H2 -0.502 1.752 3.330
H3 1.172 2.345 3.337
H4 0.245 -0.925 4.497
H5 0.501 -1.758 2.939
H6 -0.880 -0.673 3.135
H7 2.535 -0.494 4.123
H8 2.881 1.038 3.302
H9 2.591 -1.630 1.868
H10 4.095 -0.767 2.135
H11 6.101 3.843 -0.946
N3 -7.006 -1.408 -0.901
C11 -5.925 -0.638 -0.502
C12 -6.011 0.753 -0.489
C13 -4.946 1.519 -0.052
C14 -3.784 0.905 0.383
C15 -3.682 -0.479 0.375
C16 -4.743 -1.245 -0.068
S1 -2.451 1.881 1.001
O1 -2.398 1.697 2.430
O2 -2.612 3.212 0.489
N4 -1.115 1.167 0.426
C17 -0.878 1.161 -0.913
N5 0.406 0.806 -1.145
C18 0.854 0.798 -2.386
C19 0.016 1.119 -3.441
C20 -1.302 1.411 -3.107
N6 -1.767 1.428 -1.867
H12 -7.693 -0.954 -1.479
H13 -6.805 -2.353 -1.182
H14 -6.921 1.234 -0.827
H15 -5.006 2.597 -0.062
H16 -2.763 -0.952 0.696
H17 -4.667 -2.326 -0.072
H18 1.897 0.534 -2.524
H19 0.365 1.140 -4.461
H20 -2.023 1.641 -3.883
O3 -0.277 -1.662 0.487
S2 0.106 -2.983 -0.125
C21 -0.920 -3.167 -1.610
C22 0.018 -3.592 -2.729
C23 1.240 -2.687 -2.581
C24 1.624 -2.722 -1.103
H21 -1.334 -2.169 -1.773
H22 -1.729 -3.863 -1.398
H23 -0.462 -3.498 -3.703
H24 0.304 -4.640 -2.607
H25 0.965 -1.673 -2.869
H26 2.070 -2.998 -3.214
H27 2.067 -1.801 -0.716
H28 2.289 -3.555 -0.874

Atom charges from the Mulliken analysis, given in e for atoms 1 to 4:
1. Cu -1.428
2. C -1.035
3. N 1.436
4. C -1.236

Entry 6:
Computed, not measured: a 4-piece molecular cluster, C42H52Cl6F3NO5S overall at a distorted geometry, with wB97M-V/def2-TZVPD.

Computed properties:
HOMO-LUMO gap in eV: 7.917
LUMO energy in eV: -0.69
HOMO energy in eV: -8.6030
Structure (SMILES): CCCCCCCCCCCc1c(C[C@@H](O)C(F)(F)F)c(Cc2ccccc2)c2c(c1OC(=O)c1ccccc1)C(=O)N(S)C2=O.ClCCCl.ClCCCl.ClCCCl
E_tot in hartree: -5521.2748

Geometry (Å):
C1 2.463 3.466 6.224
C2 2.000 4.008 4.804
C3 0.735 3.168 4.320
C4 1.220 1.675 4.074
C5 0.198 0.856 3.194
C6 -0.559 -0.299 3.981
C7 -0.710 -1.617 3.091
C8 -2.246 -1.941 2.777
C9 -2.431 -2.674 1.364
C10 -3.534 -1.893 0.545
C11 -3.290 -1.825 -1.017
C12 -1.837 -1.489 -1.458
C13 -1.336 -2.179 -2.682
C14 -2.224 -3.172 -3.510
C15 -3.324 -2.457 -4.391
O1 -3.077 -2.813 -5.762
C16 -4.807 -2.904 -4.086
F1 -4.964 -4.249 -3.869
F2 -5.421 -2.215 -3.073
F3 -5.551 -2.623 -5.231
C17 0.050 -1.870 -3.126
C18 0.687 -2.492 -4.433
C19 0.219 -1.543 -5.613
C20 0.429 -0.082 -5.493
C21 -0.054 0.879 -6.626
C22 -0.750 0.347 -7.815
C23 -0.916 -1.121 -7.885
C24 -0.449 -2.023 -6.821
C25 0.881 -0.959 -2.363
C26 0.389 -0.272 -1.146
C27 -0.972 -0.532 -0.728
O2 -1.423 0.182 0.422
C28 -2.140 1.293 -0.083
O3 -2.077 1.571 -1.259
C29 -3.038 2.178 0.800
C30 -3.003 3.624 0.505
C31 -3.806 4.602 1.223
C32 -4.695 4.100 2.280
C33 -4.723 2.677 2.587
C34 -3.906 1.685 1.873
C35 1.501 0.654 -0.565
O4 1.421 1.543 0.219
N1 2.677 0.171 -1.292
S1 3.672 -0.913 -0.388
C36 2.337 -0.460 -2.572
O5 3.075 -0.490 -3.516
H1 2.894 4.288 6.861
H2 1.563 3.002 6.726
H3 3.218 2.653 6.036
H4 2.833 3.755 4.084
H5 1.795 5.108 4.856
H6 -0.060 3.173 5.122
H7 0.313 3.614 3.382
H8 2.184 1.751 3.493
H9 1.483 1.167 5.046
H10 -0.570 1.489 2.678
H11 0.777 0.347 2.370
H12 -1.556 0.055 4.378
H13 0.061 -0.505 4.904
H14 -0.301 -2.469 3.697
H15 -0.194 -1.527 2.107
H16 -2.889 -1.023 2.873
H17 -2.570 -2.646 3.599
H18 -2.823 -3.696 1.606
H19 -1.457 -2.809 0.833
H20 -3.702 -0.840 0.896
H21 -4.512 -2.431 0.702
H22 -3.952 -1.015 -1.451
H23 -3.684 -2.783 -1.451
H24 -2.677 -3.926 -2.802
H25 -1.608 -3.790 -4.222
H26 -3.243 -1.348 -4.255
H27 -3.190 -2.001 -6.289
H28 0.370 -3.550 -4.584
H29 1.804 -2.385 -4.394
H30 0.908 0.378 -4.621
H31 0.087 1.966 -6.578
H32 -1.119 1.022 -8.621
H33 -1.454 -1.510 -8.785
H34 -0.652 -3.106 -6.966
H35 -2.334 3.975 -0.315
H36 -3.716 5.665 0.915
H37 -5.321 4.850 2.816
H38 -5.411 2.324 3.389
H39 -3.937 0.603 2.122
H40 3.033 -2.140 -0.323
Cl1 3.526 4.583 -6.485
C37 3.944 3.367 -5.250
C38 3.215 2.060 -5.466
Cl2 1.465 2.203 -5.159
H41 3.724 3.790 -4.271
H42 5.020 3.205 -5.318
H43 3.596 1.306 -4.777
H44 3.349 1.689 -6.483
Cl3 1.509 -3.460 1.586
C39 1.901 -4.754 2.746
C40 1.129 -6.022 2.464
Cl4 -0.611 -5.836 2.800
H45 1.704 -4.379 3.750
H46 2.971 -4.945 2.658
H47 1.491 -6.825 3.107
H48 1.242 -6.338 1.428
Cl5 6.014 1.964 5.162
C41 6.912 3.093 6.208
C42 6.758 2.758 7.674
Cl6 5.105 3.060 8.262
H49 6.566 4.103 5.990
H50 7.961 3.023 5.921
H51 7.425 3.384 8.268
H52 7.003 1.715 7.874

Atom charges from the Mulliken analysis, given in e for atoms 1 to 4:
1. C -0.715
2. C -0.522
3. C -0.532
4. C -0.837

Among the records above, which one has the highest E_tot?
C4H6N4

Which of these has the highest E_tot?
C4H6N4